DFT (ωB97M-V/def2-TZVPD) results for a cluster of 2 separate species, C5H12NO in total at a distorted geometry.

```
19
Properties=species:S:1:pos:R:3
C -2.272 1.155 -1.804
O -2.736 1.815 -2.898
C -0.820 0.705 -1.862
C -0.458 -0.293 -0.714
C 0.928 -0.059 -0.218
C 1.914 -1.283 2.939
N 1.356 1.058 0.468
H -2.297 1.778 -0.867
H -2.905 0.216 -1.550
H -0.200 1.597 -1.738
H -0.620 0.229 -2.845
H -1.208 -0.038 0.054
H -0.533 -1.344 -0.979
H 1.707 -0.838 -0.495
H 0.618 0.537 1.098
H 2.113 -2.094 2.215
H 2.779 -1.063 3.550
H 1.642 -0.532 2.181
H 0.992 -1.546 3.465
```

Net charge: -2
Spin multiplicity: 2
Energy in hartree: -327.4327
Energy relative to the best compared isomer or geometry (same formula, charge and spin) in eV: 2.761